1.
The following is a DFT calculation (ωB97M-V/def2-TZVPD) of the molecule C15H14ClN3OS.

Structure (XYZ):
```
35
C15H14ClN3OS (ωB97M-V/def2-TZVPD)
O -2.448 -0.610 1.784
C -1.600 -1.061 1.052
C -0.365 -1.797 1.557
C 0.817 -1.767 0.634
C 1.819 -0.821 0.802
C 2.909 -0.791 -0.050
C 3.004 -1.699 -1.091
C 2.010 -2.647 -1.268
C 0.927 -2.684 -0.408
N -1.689 -0.993 -0.305
N -2.773 -0.409 -0.960
C -3.338 0.762 -0.520
S -4.949 1.005 -0.746
N -2.568 1.725 0.044
C -1.191 1.908 0.001
C -0.423 1.481 -1.082
C 0.934 1.736 -1.119
C 1.532 2.429 -0.079
Cl 3.223 2.774 -0.137
C 0.780 2.866 1.002
C -0.574 2.608 1.038
H -0.114 -1.361 2.525
H -0.683 -2.829 1.732
H 1.748 -0.108 1.611
H 3.686 -0.059 0.099
H 3.854 -1.675 -1.756
H 2.083 -3.366 -2.071
H 0.166 -3.442 -0.536
H -0.903 -1.265 -0.882
H -3.493 -1.071 -1.246
H -3.096 2.406 0.573
H -0.896 0.986 -1.916
H 1.525 1.411 -1.961
H 1.254 3.410 1.804
H -1.167 2.948 1.874
```

* net charge: 0
* orbital gap: 8.61 eV
* HOMO level: -8.161 eV
* max |F|: 0.01275 hartree/bohr
* energy above the lowest of the compared OMol25 structures with the same formula, charge and spin: 0.0 kJ/mol
* molecular weight: 319.82 Da



2.
The following is a DFT calculation (ωB97M-V/def2-TZVPD) of the molecule C23H35N3O3.

Structure (XYZ):
```
64
C23H35N3O3 (ωB97M-V/def2-TZVPD)
C -1.282 -1.353 -0.467
C -2.539 -0.472 -0.455
C -3.630 -1.211 -1.243
O -3.486 -1.381 -2.440
N -4.695 -1.685 -0.566
C -5.761 -2.339 -1.291
C -4.948 -1.445 0.839
C -3.646 -1.164 1.579
N -2.941 -0.111 0.884
C -3.061 1.162 1.356
O -3.662 1.403 2.388
C -2.395 2.244 0.572
C -3.139 3.353 0.197
C -2.520 4.393 -0.477
C -1.173 4.334 -0.767
C -0.410 3.229 -0.379
O 0.902 3.273 -0.720
C 1.735 2.152 -0.478
C 2.931 2.243 -1.423
C 3.750 0.950 -1.318
N 3.501 0.296 -0.047
C 4.282 -0.911 0.163
C 3.379 -2.155 0.319
C 4.265 -3.381 0.548
C 2.551 -2.348 -0.951
C 2.441 -1.967 1.511
C 3.527 1.259 1.036
C 2.257 2.123 0.965
C -1.032 2.187 0.299
H -1.464 -2.304 0.028
H -1.004 -1.552 -1.499
H -0.458 -0.855 0.035
H -2.327 0.442 -1.019
H -6.686 -1.766 -1.207
H -5.466 -2.404 -2.336
H -5.924 -3.343 -0.893
H -5.441 -2.327 1.258
H -5.623 -0.586 0.955
H -3.853 -0.822 2.594
H -3.020 -2.059 1.611
H -4.190 3.394 0.437
H -3.094 5.256 -0.777
H -0.678 5.135 -1.292
H 1.190 1.227 -0.706
H 3.526 3.112 -1.141
H 2.583 2.396 -2.444
H 4.822 1.185 -1.454
H 3.457 0.256 -2.110
H 4.909 -0.815 1.057
H 4.954 -1.074 -0.687
H 3.653 -4.274 0.657
H 4.861 -3.263 1.451
H 4.941 -3.530 -0.291
H 3.198 -2.513 -1.810
H 1.891 -3.207 -0.849
H 1.945 -1.466 -1.137
H 1.837 -1.076 1.369
H 3.007 -1.861 2.434
H 1.780 -2.825 1.612
H 4.425 1.899 0.980
H 3.557 0.729 1.987
H 2.475 3.147 1.272
H 1.492 1.733 1.637
H -0.473 1.333 0.644
```

* net charge: 0
* orbital gap: 9.20 eV
* HOMO level: -8.526 eV
* max |F|: 0.01207 hartree/bohr
* energy above the lowest of the compared OMol25 structures with the same formula, charge and spin: 85.4 kJ/mol
* molecular weight: 401.55 Da



3.
The following is a DFT calculation (ωB97M-V/def2-TZVPD) of the ion FHNO3P with charge -2.

Structure (XYZ):
```
7
FHNO3P (ωB97M-V/def2-TZVPD)
O 0.338 1.413 -2.597
P -0.363 0.537 -1.584
O -0.690 -0.864 -1.990
O 0.860 0.402 -0.173
N -1.608 1.429 -0.947
F -2.493 0.675 0.063
H 0.352 -0.405 0.045
```

* net charge: -2
* orbital gap: 6.19 eV
* HOMO level: 1.441 eV
* max |F|: 0.05241 hartree/bohr
* energy above the lowest of the compared OMol25 structures with the same formula, charge and spin: 68.1 kJ/mol
* molecular weight: 112.98 Da



4.
The following is a DFT calculation (ωB97M-V/def2-TZVPD) of the molecule C5H7O3P.

Structure (XYZ):
```
16
C5H7O3P (ωB97M-V/def2-TZVPD)
C 1.275 -0.574 0.937
P 2.039 0.536 -0.036
O 0.923 1.254 -0.870
C -0.455 1.219 -0.522
C -1.119 0.109 -0.222
C -2.493 0.070 0.201
O -3.265 0.954 0.465
C -0.666 -1.228 -0.639
O -1.260 -2.231 -0.367
H 0.500 -0.143 1.475
H 2.040 -1.247 1.556
H 2.791 -0.109 -1.032
H 2.932 1.490 0.101
H -0.825 2.206 -0.240
H -2.676 -1.089 0.391
H 0.262 -1.217 -1.199
```

* net charge: 0
* orbital gap: 8.11 eV
* HOMO level: -8.696 eV
* max |F|: 0.08881 hartree/bohr
* energy above the lowest of the compared OMol25 structures with the same formula, charge and spin: 511.6 kJ/mol
* molecular weight: 146.08 Da



5.
The following is a DFT calculation (ωB97M-V/def2-TZVPD) of a structure of composition C29H32AsN2O7P3Pt.

Structure (XYZ):
```
75
C29H32AsN2O7P3Pt (ωB97M-V/def2-TZVPD)
Pt 2.594 -0.377 0.309
O 6.673 -0.480 1.042
P 5.447 0.338 0.419
O 5.853 1.588 -0.248
O 4.585 -0.685 -0.320
O 4.623 0.786 1.770
P 3.811 -0.185 2.810
O 2.473 0.722 3.018
O 4.501 -0.325 4.093
O 3.355 -1.414 1.982
H 7.376 0.125 1.292
H 2.571 1.184 3.856
C 3.954 3.964 0.571
N 3.373 3.532 -0.699
C 3.244 4.497 -1.785
C 2.925 2.320 -0.835
N 2.497 1.252 -0.960
H 4.899 4.465 0.371
H 4.147 3.096 1.196
H 3.272 4.649 1.079
H 4.226 4.901 -2.032
H 2.587 5.315 -1.483
H 2.828 4.013 -2.664
C -0.693 -1.516 -0.565
C -1.245 -2.822 0.002
As -2.783 -3.516 -1.036
C -2.103 -3.048 -2.812
C -1.289 -3.999 -3.426
C -0.720 -3.752 -4.668
C -0.973 -2.553 -5.320
C -1.794 -1.606 -4.723
C -2.354 -1.849 -3.474
C -3.999 -2.016 -0.751
C -5.084 -1.889 -1.620
C -6.040 -0.904 -1.423
C -5.934 -0.038 -0.341
C -4.870 -0.166 0.539
C -3.910 -1.151 0.336
P 0.335 -0.515 0.586
C -0.134 -1.015 2.262
C -1.118 -0.372 3.009
C -1.374 -0.773 4.312
C -0.658 -1.822 4.871
C 0.301 -2.487 4.119
C 0.563 -2.086 2.819
C -0.265 1.189 0.344
C -0.668 1.602 -0.925
C -0.958 2.937 -1.173
C -0.839 3.872 -0.155
C -0.425 3.469 1.109
C -0.131 2.138 1.356
H -1.504 -0.854 -0.863
H -0.098 -1.727 -1.455
H -1.600 -2.700 1.024
H -0.483 -3.600 0.024
H -1.098 -4.942 -2.925
H -0.085 -4.498 -5.129
H -0.535 -2.359 -6.290
H -2.002 -0.672 -5.231
H -2.987 -1.096 -3.021
H -5.177 -2.565 -2.463
H -6.872 -0.815 -2.110
H -6.682 0.727 -0.182
H -4.788 0.497 1.391
H -3.090 -1.235 1.039
H -1.686 0.445 2.579
H -2.131 -0.263 4.894
H -0.843 -2.117 5.896
H 0.862 -3.305 4.552
H 1.334 -2.586 2.248
H -0.733 0.888 -1.738
H -1.272 3.243 -2.162
H -1.073 4.913 -0.342
H -0.329 4.201 1.901
H 0.221 1.827 2.332
```

* net charge: 0
* orbital gap: 8.36 eV
* HOMO level: -8.763 eV
* max |F|: 0.03870 hartree/bohr
* energy above the lowest of the compared OMol25 structures with the same formula, charge and spin: 81.4 kJ/mol
* molecular weight: 883.50 Da



6.
The following is a DFT calculation (ωB97M-V/def2-TZVPD) of the molecule C25H32N2O3.

Structure (XYZ):
```
62
C25H32N2O3 (ωB97M-V/def2-TZVPD)
C -0.610 -3.297 -2.406
C -1.131 -2.466 -1.273
C -1.854 -3.045 -0.238
C -2.348 -2.282 0.810
C -3.132 -2.904 1.924
C -2.102 -0.916 0.821
C -1.403 -0.316 -0.217
N -1.157 1.077 -0.197
C -2.131 1.984 0.094
O -1.892 3.148 0.363
C -3.538 1.485 0.016
C -3.995 0.753 -1.075
C -5.318 0.355 -1.135
C -6.192 0.683 -0.112
C -5.746 1.431 0.965
C -4.427 1.841 1.023
C 0.235 1.500 -0.301
C 0.451 2.615 -1.327
C 1.963 2.748 -1.584
N 2.715 2.261 -0.442
C 3.375 1.075 -0.575
O 3.641 0.581 -1.648
O 3.715 0.571 0.623
C 4.422 -0.687 0.711
C 3.579 -1.807 0.099
C 4.592 -0.910 2.215
C 5.786 -0.589 0.028
C 2.142 2.664 0.826
C 0.800 1.946 1.058
C -0.917 -1.096 -1.260
H 0.355 -2.927 -2.744
H -1.300 -3.252 -3.249
H -0.506 -4.337 -2.110
H -2.032 -4.111 -0.249
H -4.145 -2.505 1.934
H -2.675 -2.675 2.886
H -3.185 -3.984 1.811
H -2.459 -0.314 1.644
H -3.319 0.503 -1.880
H -5.668 -0.212 -1.984
H -7.222 0.363 -0.159
H -6.429 1.700 1.758
H -4.070 2.437 1.850
H 0.793 0.618 -0.634
H 0.036 3.542 -0.934
H -0.069 2.379 -2.256
H 2.233 3.792 -1.768
H 2.272 2.150 -2.443
H 2.592 -1.829 0.559
H 4.065 -2.764 0.262
H 3.465 -1.647 -0.970
H 3.620 -0.952 2.698
H 5.119 -1.842 2.395
H 5.159 -0.091 2.650
H 5.659 -0.414 -1.037
H 6.357 0.234 0.453
H 6.336 -1.514 0.173
H 1.993 3.744 0.775
H 2.849 2.444 1.625
H 0.095 2.626 1.534
H 0.932 1.072 1.697
H -0.375 -0.635 -2.073
```

* net charge: 0
* orbital gap: 9.16 eV
* HOMO level: -8.536 eV
* max |F|: 0.01358 hartree/bohr
* energy above the lowest of the compared OMol25 structures with the same formula, charge and spin: 0.0 kJ/mol
* molecular weight: 408.54 Da